Below is C39H118N6O23 as an isolated structure, with properties calculated with wB97M-V/def2-TZVPD.

The value obtained for the energy above the lowest of the compared OMol25 structures with the same formula, charge and spin is 1643.4 kJ/mol. The value obtained for the highest occupied orbital energy is -0.2775 Eh. The total energy comes out at -98365.5921 eV.

```
! RIJCOSX wB97M-V def2-TZVPD def2/J DEFGRID3
* xyz 0 1
C 21.08884 -18.62874 -2.00043
O 21.45061 -18.47077 -3.36060
C 21.13444 -19.68709 -4.06191
C 22.12313 -20.82934 -3.86392
N 23.42546 -20.46488 -4.41672
C 24.42671 -21.49599 -4.17961
C 25.75796 -21.10141 -4.84039
O 25.59779 -20.86542 -6.25738
C 26.66777 -20.12545 -6.82231
H 21.63184 -19.44002 -1.51041
H 20.01520 -18.82625 -1.91884
H 21.25338 -17.69998 -1.45308
H 21.06713 -19.35334 -5.10100
H 20.10958 -19.99483 -3.82843
H 21.71705 -21.62851 -4.49977
H 22.14640 -21.13927 -2.81909
H 23.27496 -20.34697 -5.41629
H 24.09884 -22.48612 -4.51676
H 24.65866 -21.54042 -3.11510
H 26.42050 -21.96963 -4.78598
H 26.25839 -20.22950 -4.41722
H 26.62559 -20.20217 -7.90944
H 27.61051 -20.55133 -6.48022
H 26.59593 -19.05359 -6.61379
C 21.74392 -21.86479 -5.42523
O 20.74176 -20.95969 -5.02474
C 19.41902 -21.45768 -5.19068
C 18.43394 -20.49779 -4.56879
N 18.35633 -19.21801 -5.27414
C 17.73562 -18.24398 -4.38921
C 17.71046 -16.87023 -5.06039
O 18.97433 -16.26503 -5.29616
C 19.70243 -15.94515 -4.13562
H 21.52788 -22.23188 -6.43153
H 21.86926 -22.69123 -4.71531
H 22.70723 -21.35328 -5.40002
H 19.40157 -22.46542 -4.76653
H 19.14762 -21.50620 -6.25356
H 18.76193 -20.32996 -3.53357
H 17.46301 -20.99582 -4.61593
H 19.31150 -18.90599 -5.43125
H 18.24435 -18.21675 -3.41730
H 16.68219 -18.47573 -4.21302
H 17.05448 -16.20493 -4.49129
H 17.28140 -16.94306 -6.05749
H 20.73442 -15.79355 -4.44728
H 19.74070 -16.77906 -3.42209
H 19.22055 -15.12200 -3.59602
C 26.46885 -23.04724 -8.96183
O 27.78680 -22.52500 -8.85214
C 28.49124 -23.12434 -7.77958
C 29.91947 -22.57926 -7.76427
N 29.84236 -21.09720 -7.75044
C 31.07716 -20.53939 -8.23473
C 31.11164 -19.03420 -8.29223
O 30.00983 -18.57237 -9.07766
C 29.65283 -17.23857 -8.79676
H 25.93346 -22.79126 -8.04103
H 26.48590 -24.14078 -8.98423
H 25.93707 -22.65364 -9.82220
H 28.50960 -24.21316 -7.85483
H 28.05073 -22.82259 -6.82375
H 30.48848 -22.94008 -8.63176
H 30.55152 -22.88824 -6.92674
H 29.20642 -20.97959 -8.54150
H 31.45295 -20.91016 -9.19935
H 31.92557 -20.75849 -7.57045
H 32.01869 -18.60530 -8.73372
H 31.15806 -18.59580 -7.28672
H 30.48780 -16.56698 -8.58343
H 28.98331 -17.22798 -7.92702
H 29.05659 -16.89474 -9.64234
C 26.51874 -18.73486 -10.70472
O 26.92172 -18.30013 -11.99001
C 27.65289 -19.30774 -12.70518
C 26.99860 -19.46529 -14.06645
N 27.29580 -18.32089 -14.92691
C 26.50097 -18.44465 -16.15312
C 26.61554 -17.17578 -16.99510
O 25.99812 -16.07723 -16.30679
C 25.94289 -14.96901 -17.18154
H 26.18701 -17.89561 -10.08876
H 27.39127 -19.10030 -10.15454
H 25.67068 -19.41823 -10.78745
H 27.57492 -20.27746 -12.20303
H 28.70786 -19.03617 -12.70562
H 25.92737 -19.68059 -13.96025
H 27.38289 -20.36209 -14.56356
H 26.93431 -17.46849 -14.50680
H 25.46093 -18.66140 -15.87772
H 26.79880 -19.24917 -16.83167
H 26.01736 -17.33355 -17.89844
H 27.65284 -16.94457 -17.24096
H 25.12872 -15.05973 -17.90834
H 26.87424 -14.83779 -17.73923
H 25.75576 -14.05064 -16.62614
C 16.50414 -17.45517 2.70771
O 17.93130 -17.40949 2.78983
C 18.38436 -16.05571 2.82004
C 19.86176 -15.90376 3.16051
N 20.72653 -16.15932 2.01936
C 22.15071 -15.92869 2.33059
C 23.01707 -16.07703 1.08649
O 22.53315 -15.20021 0.10801
C 23.12768 -15.34811 -1.16665
H 16.16490 -16.96756 1.79264
H 16.05040 -17.00424 3.59166
H 16.26499 -18.51585 2.67895
H 17.83105 -15.55590 3.62342
H 18.09042 -15.57521 1.88015
H 20.11287 -16.57911 3.98089
H 20.06567 -14.88838 3.52790
H 20.56792 -15.43886 1.31870
H 22.55012 -16.54495 3.13393
H 22.21344 -14.86292 2.59041
H 23.01895 -17.11922 0.74326
H 24.04248 -15.87677 1.42013
H 22.81684 -16.30288 -1.60884
H 24.21645 -15.45227 -1.11149
H 22.81544 -14.50874 -1.77936
C 15.82812 -14.82192 -7.48113
O 15.13228 -15.23568 -6.32919
C 14.20936 -14.28010 -5.84741
C 13.63944 -14.82171 -4.54066
N 14.69326 -14.93943 -3.58014
C 14.30618 -15.48564 -2.28755
C 15.58350 -15.54123 -1.45507
O 16.45182 -16.54154 -1.95068
C 17.65821 -16.62053 -1.25713
H 15.15315 -14.65422 -8.32264
H 16.62061 -15.52781 -7.72692
H 16.41559 -13.91407 -7.29492
H 13.42599 -14.06323 -6.58396
H 14.73464 -13.32880 -5.69697
H 13.21976 -15.79556 -4.84338
H 12.78593 -14.20718 -4.24818
H 15.35050 -15.60305 -3.97468
H 14.08317 -16.56014 -2.38236
H 13.52024 -14.95485 -1.75668
H 15.26820 -15.77511 -0.42946
H 16.03468 -14.54416 -1.46121
H 18.23295 -17.44828 -1.66972
H 17.49938 -16.84174 -0.19315
H 18.26181 -15.70414 -1.25418
C 28.29312 -20.42382 -1.75303
O 28.42000 -21.67156 -2.42502
H 28.11647 -20.70683 -0.71479
H 29.27398 -19.93665 -1.71781
H 27.54286 -19.79680 -2.23494
H 28.78044 -21.51993 -3.31357
C 23.24473 -19.83696 -8.26272
O 23.21105 -20.86271 -7.30027
H 22.23378 -19.48236 -8.46883
H 23.79248 -18.94590 -7.94198
H 23.63425 -20.22664 -9.20829
H 24.11390 -21.05487 -6.93320
C 22.06176 -25.49353 -4.10535
O 20.68242 -25.36486 -4.42134
H 22.49726 -24.63830 -3.59130
H 22.16348 -26.38385 -3.47574
H 22.55596 -25.76439 -5.03848
H 20.23761 -24.64244 -3.97598
O 20.17470 -21.09604 0.13892
H 20.22925 -21.29841 1.07626
H 20.01760 -20.13332 0.11058
O 26.17130 -17.42584 -3.29501
H 25.80559 -17.91473 -2.53396
H 25.43953 -16.88449 -3.61434
O 24.61434 -19.27879 -1.98601
H 24.06375 -19.34608 -1.19827
H 24.05900 -19.60959 -2.71752
O 29.56305 -20.86128 -4.90126
H 29.90177 -21.09595 -5.78166
H 29.28183 -19.93075 -4.98780
O 24.51126 -23.83816 -1.34494
H 24.16250 -24.70576 -1.11472
H 24.01596 -23.22437 -0.79199
O 23.48310 -17.49892 -5.28047
H 24.02711 -18.29346 -5.31566
H 22.83734 -17.68884 -4.58334
O 19.60331 -18.50412 0.95585
H 20.07481 -17.65829 1.05231
H 18.84642 -18.43296 1.56954
O 28.87308 -18.21294 -4.49393
H 29.14391 -17.33137 -4.76636
H 27.95844 -18.10939 -4.19224
*
```

Atom charges from the Mulliken analysis, given in e for atoms 1 to 5: C -1.089; O 0.939; C -0.721; C -0.226; N -0.166

Below is a 2-piece molecular cluster, C2H7N3 overall, with properties calculated with wB97M-V/def2-TZVPD.

The value obtained for the energy above the lowest of the compared OMol25 structures with the same formula, charge and spin is 310.1 kJ/mol. The value obtained for the highest occupied orbital energy is -0.3101 Eh. The total energy comes out at -6654.7422 eV.

```
! RIJCOSX wB97M-V def2-TZVPD def2/J DEFGRID3
* xyz 0 1
C 0.30952 2.46244 1.12434
N 0.51679 1.31603 0.76506
H -0.67259 2.91072 0.93852
H 0.84127 2.96782 1.86808
H 1.23583 0.76765 1.20213
N -0.42662 -0.57148 -1.10741
C -0.65998 -1.95638 -0.73215
N -0.02547 -2.70129 0.14806
H -0.43414 -0.49983 -2.13293
H -0.40145 0.21327 -0.46038
H -1.29105 -2.46360 -1.60732
H 1.00789 -2.44535 -0.00599
*
```

Atom charges from the natural (NBO) analysis, given in e for atoms 1 to 5: C 0.001; N -0.622; H 0.157; H 0.141; H 0.360

Below is one molecule with the formula C16H13ClF3N7, with properties calculated with wB97M-V/def2-TZVPD.

The value obtained for the highest occupied orbital energy is -0.3218 Eh. The total energy comes out at -47908.6664 eV.

```
! RIJCOSX wB97M-V def2-TZVPD def2/J DEFGRID3
* xyz 0 1
F -0.51550 -3.52166 -2.29476
C -0.45182 -3.09554 -1.03203
F -1.46432 -3.67310 -0.37543
F 0.67656 -3.59644 -0.49583
C -0.49529 -1.58714 -0.91513
N -1.65416 -1.08436 -0.56289
C -1.72043 0.25017 -0.39322
N -2.89243 0.76571 -0.05919
C -3.11674 2.17932 0.16095
C -4.63860 2.29765 0.18171
H -4.97861 3.13843 0.78140
H -5.01959 2.41478 -0.83296
C -5.07521 0.94789 0.75185
H -6.10944 0.70741 0.51883
C -4.09514 -0.02607 0.10344
H -3.88575 -0.91041 0.70698
H -4.45058 -0.36161 -0.87655
H -4.95045 0.94208 1.83488
H -2.63989 2.76439 -0.62694
H -2.67837 2.47776 1.11960
N -0.67046 1.08714 -0.52713
C 0.47005 0.56380 -0.88805
C 0.64869 -0.81039 -1.11953
C 1.90629 -1.34642 -1.58799
N 2.09079 -2.08724 -2.65825
N 3.39634 -2.26113 -2.77638
N 4.03243 -1.67457 -1.85895
N 3.13833 -1.07012 -1.06043
C 3.50935 -0.35833 0.08474
C 4.70943 0.34480 0.07180
C 5.10099 1.05445 1.18964
C 4.29092 1.05695 2.31652
C 3.10339 0.33956 2.34046
C 2.71307 -0.37526 1.22456
H 1.80485 -0.95731 1.24794
H 2.49369 0.33337 3.22959
Cl 4.77087 1.95159 3.70996
H 6.02854 1.60397 1.18929
H 5.32472 0.31915 -0.81385
H 1.29347 1.25673 -1.00863
*
```

Atom charges from the natural (NBO) analysis, given in e for atoms 1 to 5: F -0.301; C 0.953; F -0.308; F -0.322; C 0.202